Entry 1:
DFT (ωB97M-V/def2-TZVPD) results for a molecular structure, C38H38Cl3N5OS3Sn.

Summary:
Net charge   +2
Lowest unoccupied orbital energy   -7.90 eV
E_tot   -125411.4650 eV
Relative energy (zero: lowest compared OMol25 entry of this formula, charge and spin)   65.1 kcal per mole
HOMO-LUMO gap   4.6 eV

```
89
C38H38Cl3N5OS3Sn | OMol25 | ωB97M-V/def2-TZVPD
Sn 0.553 1.472 0.394
C 3.128 -0.358 -0.640
N 2.973 0.994 -0.077
C 3.353 2.054 -1.023
C 2.531 2.060 -2.286
N 1.118 2.381 -2.033
C 0.740 3.835 -1.988
C 0.295 1.674 -3.000
C 0.660 1.668 -4.345
C -0.046 0.941 -5.286
C -1.146 0.189 -4.894
C -1.527 0.194 -3.568
C -0.829 0.949 -2.621
S -1.530 0.937 -1.015
C 3.688 1.197 1.157
C 4.795 0.433 1.500
C 5.467 0.638 2.696
C 5.027 1.608 3.585
C 3.910 2.358 3.273
C 3.242 2.168 2.062
S 1.848 3.188 1.767
H 4.092 -0.483 -1.138
H 2.337 -0.545 -1.366
H 3.026 -1.093 0.154
H 4.406 1.941 -1.302
H 3.244 2.999 -0.494
H 2.555 1.073 -2.743
H 3.004 2.745 -2.991
H 0.347 4.115 -2.972
H 1.969 4.771 -0.511
H -1.016 3.204 -1.084
H 1.522 2.241 -4.660
H 0.267 0.953 -6.320
H -1.706 -0.392 -5.613
H -2.391 -0.369 -3.241
H 5.163 -0.329 0.827
H 6.342 0.044 2.922
H 5.542 1.768 4.521
H 3.542 3.112 3.956
Cl -4.289 -9.558 1.560
C -3.583 -7.992 1.487
C -3.612 -7.270 0.302
C -3.029 -6.017 0.255
C -2.434 -5.456 1.376
C -1.830 -4.070 1.329
C -0.300 -4.153 1.219
N 0.285 -2.846 1.487
C 0.935 -2.461 2.634
C 1.178 -1.128 2.518
N 0.669 -0.700 1.313
C 0.140 -1.763 0.719
O -2.282 -3.309 0.226
C -3.315 -2.358 0.517
C -4.428 -2.893 1.365
C -5.439 -3.694 0.908
Cl -5.709 -4.178 -0.704
S -6.519 -4.174 2.163
C -5.621 -3.288 3.316
C -4.548 -2.663 2.762
C -2.416 -6.201 2.553
Cl -1.686 -5.545 3.985
C -2.976 -7.464 2.618
H -4.084 -7.692 -0.574
H -3.041 -5.445 -0.660
H -2.073 -3.559 2.268
H -0.042 -4.474 0.210
H 0.079 -4.866 1.947
H 1.174 -3.155 3.420
H 1.666 -0.459 3.204
H -0.356 -1.769 -0.237
H -3.693 -2.055 -0.460
H -2.873 -1.484 1.016
H -5.939 -3.264 4.345
H -3.869 -2.040 3.327
H -2.942 -8.035 3.535
C 0.383 8.391 -1.808
C 0.525 6.931 -1.473
C -0.432 6.361 -0.551
C -0.760 5.067 -0.364
N -0.303 3.915 -0.978
C 1.863 4.812 -1.600
C 1.536 6.217 -1.999
H -0.219 8.912 -1.066
H -0.106 8.507 -2.777
H 1.354 8.877 -1.870
H -1.009 7.067 0.032
H -1.525 4.852 0.374
H 2.806 4.539 -2.065
H 2.196 6.696 -2.711
```

Atom charges from the Mulliken analysis, given in e for atoms 1 to 4: atom 1 (Sn): 1.4092, atom 2 (C): -1.7004, atom 3 (N): 1.2934, atom 4 (C): -0.9486

Entry 2:
DFT (ωB97M-V/def2-TZVPD) results for 5 unconnected molecules or ions with the total composition C38H38ClF7IN2O.

Summary:
Net charge   +1
Lowest unoccupied orbital energy   -3.95 eV
E_tot   -84689.5960 eV
Relative energy (zero: lowest compared OMol25 entry of this formula, charge and spin)   0.0 kcal per mole
HOMO-LUMO gap   6.7 eV

```
88
C38H38ClF7IN2O | OMol25 | ωB97M-V/def2-TZVPD
C 2.933 -4.608 3.980
C 2.165 -3.322 4.426
N 2.002 -2.452 3.229
C 1.273 -2.902 2.245
C 1.132 -2.140 1.106
C 0.281 -2.688 -0.005
C -1.188 -2.899 0.489
C -2.156 -1.753 0.180
Cl -1.436 -0.122 0.358
C 1.790 -0.926 1.056
C 1.752 -0.044 -0.166
C 3.144 0.007 -0.866
C 3.892 -1.308 -0.845
F 4.825 -1.276 -1.816
F 3.125 -2.372 -1.107
F 4.578 -1.496 0.290
C 2.506 -0.559 2.207
C 3.205 0.778 2.262
C 4.714 0.692 2.552
O 5.489 1.085 1.721
I 5.500 -0.050 4.404
N 2.611 -1.303 3.273
H 2.254 -5.398 3.669
H 3.510 -4.335 3.092
H 3.643 -4.932 4.731
H 2.749 -2.814 5.182
H 1.178 -3.616 4.772
H 0.791 -3.865 2.296
H 0.263 -2.058 -0.884
H 0.640 -3.679 -0.283
H -1.239 -3.071 1.566
H -1.609 -3.791 0.023
H -2.965 -1.796 0.905
H -2.621 -1.815 -0.800
H 1.438 0.953 0.141
H 1.049 -0.415 -0.894
H 3.798 0.739 -0.396
H 3.011 0.299 -1.905
H 2.734 1.335 3.079
H 3.067 1.349 1.357
F 0.108 1.232 -2.452
C -0.952 1.632 -3.203
C -1.143 1.067 -4.447
C -2.228 1.473 -5.211
C -3.096 2.443 -4.723
C -2.882 3.002 -3.470
C -1.804 2.591 -2.699
H -0.449 0.319 -4.810
H -2.395 1.035 -6.183
H -3.938 2.763 -5.320
H -3.554 3.761 -3.092
H -1.624 3.009 -1.717
F -4.357 1.310 -7.346
C -5.569 0.839 -6.972
C -6.583 0.785 -7.905
C -7.824 0.298 -7.522
C -8.037 -0.117 -6.214
C -7.005 -0.050 -5.288
C -5.758 0.427 -5.667
H -6.400 1.120 -8.918
H -8.627 0.243 -8.245
H -9.007 -0.492 -5.917
H -7.171 -0.369 -4.267
H -4.941 0.478 -4.961
F 1.845 -5.226 7.013
C 2.601 -4.781 8.046
C 3.976 -4.858 7.955
C 4.747 -4.396 9.012
C 4.135 -3.875 10.143
C 2.750 -3.811 10.217
C 1.974 -4.262 9.160
H 4.435 -5.277 7.068
H 5.826 -4.444 8.953
H 4.738 -3.520 10.968
H 2.273 -3.409 11.101
H 0.894 -4.213 9.196
F -3.082 6.291 -2.521
C -1.904 6.890 -2.799
C -1.144 6.424 -3.853
C 0.063 7.045 -4.139
C 0.497 8.113 -3.365
C -0.279 8.563 -2.306
C -1.492 7.953 -2.021
H -1.496 5.585 -4.441
H 0.665 6.696 -4.967
H 1.440 8.593 -3.588
H 0.059 9.393 -1.700
H -2.116 8.295 -1.206
```

Atom charges from the Mulliken analysis, given in e for atoms 1 to 4: atom 1 (C): -0.9619, atom 2 (C): -0.5864, atom 3 (N): 0.5926, atom 4 (C): -0.1593

Entry 3:
DFT (ωB97M-V/def2-TZVPD) results for a molecular structure, C38H38IrN6O3P2.

Summary:
Net charge   +2
Lowest unoccupied orbital energy (alpha / beta)   -6.43 / -6.52 eV
E_tot   -76507.0249 eV
2S+1   2
Expectation value of S²   1.145
Relative energy (zero: lowest compared OMol25 entry of this formula, charge and spin)   123.3 kcal per mole
HOMO-LUMO gap (alpha / beta)   5.8 / 5.9 eV

```
88
C38H38IrN6O3P2 | OMol25 | ωB97M-V/def2-TZVPD
Ir 0.015 0.511 0.061
C -0.884 3.625 4.552
N -0.553 3.378 3.142
C -0.835 4.219 2.093
C -0.415 3.583 0.970
N 0.127 2.363 1.317
C 0.026 2.265 2.641
P 0.730 0.958 3.697
C -0.474 -0.285 3.199
N -0.822 -0.548 1.948
C -1.852 -1.451 2.006
C -2.112 -1.744 3.310
N -1.238 -1.000 4.059
C -1.175 -0.993 5.525
C 2.069 0.502 2.573
N 1.977 0.184 1.291
C 3.265 0.023 0.840
C 4.135 0.238 1.868
N 3.370 0.541 2.961
C 3.890 0.867 4.297
H -1.495 4.519 4.617
H 0.018 3.771 5.142
H -1.448 2.790 4.958
H -1.293 5.187 2.230
H -0.468 3.928 -0.049
H -2.359 -1.814 1.125
H -2.836 -2.410 3.754
H -1.547 -1.942 5.897
H -1.789 -0.194 5.936
H -0.150 -0.862 5.856
H 3.487 -0.236 -0.178
H 5.213 0.194 1.913
H 4.973 0.831 4.264
H 3.539 0.149 5.032
H 3.583 1.864 4.596
C 3.034 3.710 -2.294
C 2.121 2.533 -2.354
C 1.994 1.775 -3.630
O 2.096 1.731 -1.247
C -0.166 3.273 -2.228
O -0.121 4.391 -2.585
O -0.670 2.280 -1.798
H 4.041 3.413 -2.609
H 3.098 4.134 -1.287
H 2.693 4.492 -2.971
H 2.958 1.313 -3.882
H 1.719 2.444 -4.446
H 1.247 0.987 -3.536
H 2.464 2.210 -0.489
C 0.142 -3.795 -5.752
C 0.068 -2.427 -5.960
C -0.092 -1.564 -4.881
C -0.178 -2.070 -3.590
C -0.090 -3.449 -3.380
C 0.063 -4.307 -4.459
P -0.499 -0.940 -2.173
C 0.637 -1.794 -0.986
C 0.256 -2.710 0.000
C 1.191 -3.562 0.567
C 2.509 -3.533 0.132
C 2.896 -2.643 -0.870
C 1.973 -1.770 -1.413
C -2.226 -1.267 -1.801
C -3.005 -2.099 -2.564
C -4.399 -2.172 -2.355
C -4.996 -1.348 -1.450
C -4.233 -0.420 -0.701
C -4.861 0.526 0.143
C -4.116 1.445 0.815
C -2.707 1.422 0.721
C -2.065 0.518 -0.075
C -2.817 -0.405 -0.845
H 0.268 -4.467 -6.593
H 0.129 -2.027 -6.966
H -0.165 -0.495 -5.056
H -0.170 -3.859 -2.380
H 0.111 -5.376 -4.289
H -0.786 -2.787 0.282
H 0.883 -4.282 1.317
H 3.234 -4.218 0.555
H 3.917 -2.644 -1.231
H 2.266 -1.092 -2.212
H -2.564 -2.716 -3.335
H -4.991 -2.863 -2.943
H -6.071 -1.374 -1.310
H -5.943 0.519 0.223
H -4.594 2.200 1.429
H -2.155 2.149 1.300
```

Atom charges from the Mulliken analysis, given in e for atoms 1 to 4: atom 1 (Ir): 4.2167, atom 2 (C): -0.8531, atom 3 (N): 0.3327, atom 4 (C): -0.7593